Model i:
Molecular formula: C4H6N4O2
Method: DFT, ωB97M-V with the def2-TZVPD basis set

The geometry in ORCA input format:
```
! RIJCOSX wB97M-V def2-TZVPD def2/J DEFGRID3
* xyz 0 1
C -0.852 1.415 -0.261
C -1.250 -0.657 0.190
C 0.151 -0.493 0.098
C 1.635 1.464 -0.482
N -1.845 0.586 -0.078
N 0.370 0.869 -0.358
N -2.097 -1.635 0.492
N 1.119 -1.458 0.206
O 0.693 -2.547 0.452
O 2.284 -1.128 0.093
H -1.173 2.477 -0.388
H 2.269 1.510 0.365
H 2.172 0.884 -1.128
H 1.407 2.581 -0.622
H -1.786 -2.355 1.133
H -3.098 -1.511 0.287
*
```

Values from the calculation:
**Structure (SMILES)**: Cn1cnc(N)c1[N+](=O)[O-]
**LUMO energy (alpha / beta)**: 0.00688 / 0.00689 Eh
**Highest occupied orbital energy (alpha / beta)**: -0.315 / -0.315 Eh
**M**: 142.118 g/mol

---

Model ii:
Molecular formula: C4H6N4O2
Method: DFT, ωB97M-V with the def2-TZVPD basis set

The geometry in ORCA input format:
```
! RIJCOSX wB97M-V def2-TZVPD def2/J DEFGRID3
* xyz 0 1
C -1.950 0.012 -0.468
C 0.028 0.780 0.657
C 1.905 -0.032 -0.472
C -0.048 -0.775 0.736
H -1.564 2.002 -0.303
H -0.021 1.330 1.514
H 2.046 2.050 -0.191
H 1.357 -1.982 -0.520
H -0.162 -1.093 1.793
H -1.504 -2.014 -0.377
N -1.113 1.045 -0.175
N 1.349 1.103 0.022
N 1.225 -1.150 0.089
N -1.347 -1.080 0.036
O -3.001 -0.009 -1.100
O 2.799 -0.186 -1.241
*
```

Values from the calculation:
**Structure (SMILES)**: O=C1N[C@H]2NC(=O)N[C@H]2N1
**LUMO energy**: 0.01925 Eh
**Highest occupied orbital energy**: -0.366 Eh
**M**: 142.118 g/mol

---

Quick one: least stable of them? model i

---

Model i:
Molecular formula: C31H31AsGaGeN4O7S2
Method: DFT, ωB97M-V with the def2-TZVPD basis set

The geometry in ORCA input format:
```
! RIJCOSX wB97M-V def2-TZVPD def2/J DEFGRID3
* xyz -1 1
Ga -1.741 0.476 -1.769
S -2.527 3.616 -1.598
C -1.131 4.501 -1.536
N -0.695 5.270 -2.552
C 0.655 5.790 -2.449
C 0.870 5.990 -0.959
S -0.034 4.622 -0.175
H -1.102 5.073 -3.453
H 0.738 6.727 -3.001
H 1.375 5.076 -2.860
H 0.462 6.944 -0.622
H 1.920 5.924 -0.681
C 0.967 -1.567 -4.259
As 0.349 -2.245 -2.520
C 2.103 -2.657 -1.771
C -0.073 -4.067 -3.115
H 1.593 -2.305 -4.763
H 1.543 -0.654 -4.105
H 0.109 -1.323 -4.887
H 2.709 -3.195 -2.503
H 1.966 -3.252 -0.870
H 2.587 -1.730 -1.471
H 0.733 -4.468 -3.730
H -1.002 -4.062 -3.690
H -0.214 -4.699 -2.240
O 5.506 1.765 0.286
N 5.124 2.261 -0.758
O 5.814 2.975 -1.471
C 3.756 1.986 -1.182
C 3.326 2.465 -2.400
C 2.025 2.206 -2.784
C 1.111 1.458 -2.006
O -0.042 1.105 -2.478
C 1.617 1.001 -0.748
C 2.913 1.243 -0.359
N 0.799 0.214 0.086
O -0.767 1.814 0.654
O 1.331 -0.928 0.642
N 1.624 2.679 -4.109
O 2.473 2.686 -4.986
O 0.483 3.076 -4.257
H 3.992 3.010 -3.050
H 3.258 0.831 0.578
C -0.360 0.640 0.591
Ge -1.010 -0.864 1.742
C -2.930 -0.497 2.069
C -3.553 0.694 1.690
C -4.908 0.901 1.929
C -5.665 -0.077 2.559
C -5.063 -1.267 2.945
C -3.712 -1.472 2.696
C -0.141 -0.668 3.484
C -0.881 -0.284 4.601
C -0.277 -0.142 5.845
C 1.081 -0.386 5.989
C 1.833 -0.760 4.883
C 1.229 -0.896 3.640
C -1.021 -2.719 1.123
C -0.052 -3.617 1.570
C -0.083 -4.952 1.190
C -1.086 -5.415 0.348
C -2.052 -4.532 -0.113
C -2.019 -3.198 0.277
H -2.979 1.473 1.203
H -5.370 1.830 1.620
H -6.720 0.086 2.744
H -5.646 -2.038 3.434
H -3.262 -2.414 2.992
H -1.943 -0.090 4.502
H -0.868 0.161 6.701
H 1.553 -0.278 6.958
H 2.896 -0.938 4.986
H 1.818 -1.146 2.765
H 0.746 -3.267 2.214
H 0.679 -5.632 1.551
H -1.112 -6.456 0.050
H -2.834 -4.880 -0.777
H -2.793 -2.528 -0.081
*
```

Values from the calculation:
**LUMO energy**: 0.07108 Eh
**Highest occupied orbital energy**: -0.170 Eh
**M**: 852.999 g/mol

---

Model ii:
Molecular formula: C31H31AsGaGeN4O7S2
Method: DFT, ωB97M-V with the def2-TZVPD basis set

The geometry in ORCA input format:
```
! RIJCOSX wB97M-V def2-TZVPD def2/J DEFGRID3
* xyz -1 1
Ga -1.076 0.895 -0.527
S 2.347 1.188 -0.450
C 3.976 1.175 -0.461
N 4.760 0.077 -0.579
C 6.162 0.220 -0.236
C 6.522 1.657 -0.596
S 4.995 2.604 -0.308
H 4.295 -0.814 -0.488
H 6.761 -0.491 -0.805
H 6.325 0.040 0.832
H 6.798 1.753 -1.645
H 7.315 2.056 0.032
C 1.015 5.312 -2.067
As 0.302 4.227 -0.594
C -1.348 5.259 -0.311
C 1.347 5.076 0.837
H 1.011 6.376 -1.823
H 0.411 5.143 -2.959
H 2.036 4.994 -2.276
H -1.149 6.328 -0.212
H -1.841 4.902 0.594
H -2.020 5.095 -1.154
H 1.281 6.165 0.790
H 2.390 4.773 0.746
H 0.980 4.735 1.805
O -5.538 -1.370 -6.797
N -4.922 -0.357 -6.518
O -4.763 0.579 -7.283
C -4.340 -0.258 -5.187
C -4.501 -1.296 -4.280
C -3.990 -1.195 -3.010
C -3.271 -0.032 -2.562
O -2.941 0.145 -1.363
C -3.047 0.950 -3.601
C -3.613 0.868 -4.851
N -2.299 2.146 -3.304
O -2.624 3.193 -3.833
O -1.347 2.074 -2.521
N -4.310 -2.185 -2.009
O -1.368 -2.655 -1.305
O -4.715 -3.230 -2.455
H -5.065 -2.178 -4.552
H -3.470 1.664 -5.567
C -0.654 -1.782 -1.458
Ge 0.138 -1.512 1.192
C 0.706 -3.438 1.298
C 1.154 -4.136 0.176
C 1.472 -5.490 0.238
C 1.359 -6.174 1.440
C 0.948 -5.493 2.579
C 0.629 -4.143 2.503
C -1.665 -1.562 2.051
C -2.429 -2.732 2.122
C -3.749 -2.713 2.555
C -4.346 -1.517 2.929
C -3.613 -0.341 2.864
C -2.294 -0.368 2.428
C 1.347 -0.746 2.600
C 0.914 -0.073 3.745
C 1.813 0.558 4.600
C 3.173 0.533 4.329
C 3.629 -0.148 3.206
C 2.724 -0.773 2.361
H 1.251 -3.615 -0.770
H 1.799 -6.012 -0.653
H 1.587 -7.232 1.488
H 0.872 -6.018 3.524
H 0.305 -3.622 3.398
H -1.986 -3.675 1.821
H -4.318 -3.634 2.589
H -5.380 -1.499 3.254
H -4.072 0.602 3.141
H -1.740 0.565 2.381
H -0.144 -0.048 3.980
H 1.449 1.079 5.480
H 3.872 1.037 4.985
H 4.692 -0.179 2.991
H 3.087 -1.308 1.487
*
```

Values from the calculation:
**LUMO energy**: 0.04300 Eh
**Highest occupied orbital energy**: -0.125 Eh
**M**: 852.999 g/mol

---

Quick one: least stable of them? model ii

---

Model i:
Molecular formula: C42H42F4HgN11O7S
Method: DFT, ωB97M-V with the def2-TZVPD basis set

The geometry in ORCA input format:
```
! RIJCOSX wB97M-V def2-TZVPD def2/J DEFGRID3
* xyz 0 2
Hg -0.976 -0.298 -0.708
C 8.259 0.791 4.708
N 7.827 -0.432 4.051
C 7.076 -1.428 4.541
N 6.842 -2.329 3.609
C 7.496 -1.816 2.537
N 8.103 -0.669 2.756
C 7.713 2.000 3.991
C 8.363 2.557 2.896
C 7.797 3.622 2.215
C 6.566 4.133 2.598
C 5.907 3.578 3.687
C 6.489 2.520 4.389
C 4.567 3.994 4.098
N 3.998 3.802 5.237
N 2.680 4.231 5.098
C 2.555 4.643 3.886
O 3.723 4.548 3.189
C 1.344 5.082 3.196
C 1.373 6.074 2.227
C 0.198 6.429 1.581
C -0.990 5.778 1.876
C -1.018 4.758 2.823
C -2.269 3.932 3.033
N -2.474 3.062 1.886
C -2.131 1.786 1.711
N -2.334 1.441 0.460
C -2.809 2.575 -0.116
N -2.919 3.584 0.719
C 0.149 4.424 3.493
H 9.347 0.804 4.773
H 7.859 0.750 5.721
H 6.730 -1.448 5.562
H 7.526 -2.296 1.573
H 9.304 2.137 2.564
H 8.310 4.046 1.364
H 6.115 4.947 2.048
H 5.954 2.096 5.230
H 2.305 6.567 1.983
H 0.212 7.206 0.829
H -1.894 6.026 1.336
H -3.161 4.549 3.128
H -2.182 3.313 3.924
H -1.735 1.153 2.489
H -3.045 2.646 -1.163
H 0.155 3.636 4.237
C -7.030 -4.159 -3.244
C -5.657 -4.708 -3.605
N -4.594 -3.739 -3.404
C -3.956 -3.724 -2.196
C -2.975 -2.855 -1.855
C -2.470 -3.012 -0.426
O -2.570 -4.118 0.094
O -2.060 -1.964 0.203
C -2.545 -1.896 -2.849
O -1.545 -1.099 -2.714
C -3.263 -1.861 -4.074
C -2.922 -0.883 -5.060
C -3.612 -0.863 -6.239
F -3.238 0.036 -7.207
C -4.668 -1.712 -6.527
C -5.012 -2.700 -5.560
C -4.311 -2.778 -4.365
N -5.330 -1.749 -7.798
C -5.683 -0.484 -8.396
C -6.705 -0.719 -9.490
N -6.077 -1.643 -10.508
C -5.651 -2.948 -9.881
C -4.689 -2.629 -8.754
H -7.802 -4.914 -3.401
H -7.271 -3.284 -3.849
H -7.051 -3.859 -2.196
H -5.626 -5.042 -4.645
H -5.423 -5.579 -2.991
H -4.264 -4.481 -1.489
H -2.133 -0.175 -4.856
H -5.867 -3.328 -5.765
H -4.821 0.053 -8.824
H -6.112 0.168 -7.636
H -6.987 0.194 -10.012
H -7.588 -1.232 -9.114
H -5.242 -1.181 -10.876
H -6.706 -1.805 -11.292
H -5.211 -3.562 -10.665
H -6.559 -3.412 -9.499
H -3.765 -2.188 -9.172
H -4.408 -3.555 -8.254
F 2.055 3.459 -1.274
C 1.070 3.394 -2.187
F 0.519 4.617 -2.250
F 1.649 3.155 -3.378
C 0.008 2.300 -1.872
O -1.083 2.426 -2.400
O 0.432 1.404 -1.082
O 0.625 -0.488 1.094
S 2.046 -0.006 1.203
C 2.777 -1.071 2.495
C 3.126 -0.194 3.690
C 2.043 0.881 3.743
C 1.959 1.426 2.322
H 3.609 -1.637 2.079
H 1.955 -1.752 2.725
H 4.103 0.277 3.548
H 3.178 -0.787 4.604
H 2.282 1.666 4.461
H 1.086 0.442 4.034
H 2.791 2.089 2.081
H 1.029 1.927 2.058
*
```

Values from the calculation:
**LUMO energy (alpha / beta)**: -0.04154 / -0.04226 Eh
**Highest occupied orbital energy (alpha / beta)**: -0.139 / -0.250 Eh
**Expectation value of S²**: 0.77
**M**: 1121.517 g/mol

---

Model ii:
Molecular formula: C42H42F4HgN11O7S
Method: DFT, ωB97M-V with the def2-TZVPD basis set

The geometry in ORCA input format:
```
! RIJCOSX wB97M-V def2-TZVPD def2/J DEFGRID3
* xyz 0 2
Hg 0.406 -1.727 -0.110
C -0.967 3.580 1.676
N -0.294 2.464 1.034
C -0.279 1.158 1.311
N 0.485 0.540 0.427
C 0.932 1.537 -0.377
N 0.488 2.720 -0.037
C -0.089 4.421 2.581
C 0.328 5.654 2.096
C 1.119 6.487 2.868
C 1.478 6.111 4.143
C 1.049 4.889 4.662
C 0.285 4.025 3.868
C 1.393 4.620 6.057
N 1.767 5.511 6.913
N 1.927 4.877 8.112
C 1.628 3.640 7.933
O 1.278 3.392 6.631
C 1.615 2.563 8.916
C 1.469 2.841 10.271
C 1.363 1.798 11.169
C 1.398 0.482 10.734
C 1.584 0.190 9.387
C 1.679 -1.276 8.970
N 1.262 -1.564 7.610
C 0.079 -2.007 7.154
N 0.067 -2.019 5.842
C 1.309 -1.569 5.525
N 2.064 -1.283 6.562
C 1.701 1.241 8.484
H -1.822 3.193 2.230
H -1.322 4.196 0.854
H -0.847 0.683 2.094
H 1.572 1.358 -1.224
H 0.036 5.958 1.099
H 1.445 7.442 2.475
H 2.081 6.756 4.767
H -0.043 3.074 4.273
H 1.436 3.870 10.605
H 1.232 2.008 12.223
H 1.272 -0.326 11.445
H 1.050 -1.867 9.634
H 2.708 -1.621 9.071
H -0.745 -2.291 7.789
H 1.656 -1.439 4.512
H 1.880 1.052 7.440
C -1.550 -4.351 -7.164
C -0.277 -3.538 -6.937
N -0.243 -2.900 -5.636
C 0.187 -3.628 -4.558
C 0.420 -3.093 -3.340
C 0.807 -4.065 -2.244
O 1.287 -5.154 -2.562
O 0.593 -3.734 -1.016
C 0.313 -1.653 -3.179
O 0.731 -1.002 -2.147
C -0.299 -0.941 -4.242
C -0.630 0.432 -4.074
C -1.370 1.070 -5.034
F -1.700 2.387 -4.864
C -1.823 0.428 -6.172
C -1.417 -0.916 -6.398
C -0.655 -1.586 -5.455
N -2.758 1.020 -7.077
C -3.817 1.825 -6.517
C -5.000 1.789 -7.468
N -4.535 2.325 -8.797
C -3.377 1.535 -9.341
C -2.257 1.572 -8.311
H -1.543 -4.805 -8.157
H -2.432 -3.717 -7.071
H -1.623 -5.143 -6.419
H -0.169 -2.764 -7.697
H 0.595 -4.190 -7.010
H 0.338 -4.688 -4.713
H -0.332 0.942 -3.170
H -1.772 -1.404 -7.297
H -3.515 2.874 -6.352
H -4.107 1.410 -5.553
H -5.832 2.399 -7.116
H -5.330 0.764 -7.623
H -4.219 3.286 -8.649
H -5.302 2.340 -9.466
H -3.079 1.958 -10.299
H -3.716 0.511 -9.477
H -1.902 2.615 -8.197
H -1.422 0.971 -8.666
F -3.974 0.463 -2.215
C -3.391 0.155 -1.047
F -4.383 0.047 -0.133
F -2.654 1.234 -0.688
C -2.531 -1.157 -1.108
O -2.684 -1.854 -2.091
O -1.817 -1.293 -0.072
O 2.542 -2.402 0.594
S 3.195 -3.514 -0.212
C 2.634 -5.101 0.495
C 3.822 -5.760 1.184
C 4.664 -4.622 1.758
C 4.837 -3.653 0.599
H 2.221 -5.662 -0.342
H 1.828 -4.837 1.180
H 4.415 -6.312 0.451
H 3.496 -6.461 1.954
H 5.619 -4.973 2.150
H 4.119 -4.129 2.566
H 5.527 -4.046 -0.152
H 5.134 -2.650 0.896
*
```

Values from the calculation:
**LUMO energy (alpha / beta)**: -0.03836 / -0.03894 Eh
**Highest occupied orbital energy (alpha / beta)**: -0.134 / -0.246 Eh
**Expectation value of S²**: 0.78
**M**: 1121.517 g/mol

---

Quick one: least stable of them? model ii

---

Model i:
Molecular formula: C2H3N4S
Method: DFT, ωB97M-V with the def2-TZVPD basis set

The geometry in ORCA input format:
```
! RIJCOSX wB97M-V def2-TZVPD def2/J DEFGRID3
* xyz -1 1
C -0.596 -1.871 -0.296
C 0.289 0.036 -0.042
N 0.145 -0.955 -0.901
N -0.946 -1.406 0.966
N -0.460 -0.213 1.122
N 1.064 1.180 -0.309
S -0.667 2.834 1.563
H -0.743 -2.829 -0.702
H 0.747 2.133 -0.122
H 1.167 1.091 -1.280
*
```

Values from the calculation:
**LUMO energy (alpha / beta)**: 0.04518 / 0.04674 Eh
**Highest occupied orbital energy (alpha / beta)**: -0.116 / -0.117 Eh
**M**: 115.141 g/mol

---

Model ii:
Molecular formula: C2H3N4S
Method: DFT, ωB97M-V with the def2-TZVPD basis set

The geometry in ORCA input format:
```
! RIJCOSX wB97M-V def2-TZVPD def2/J DEFGRID3
* xyz -1 1
C -1.673 0.276 0.027
C 1.579 0.177 -0.127
N -0.591 0.646 -0.529
N -1.643 -1.086 0.637
N -0.568 -1.589 0.461
N 0.372 -0.190 -0.684
S -3.092 1.136 -0.013
H 1.471 0.244 1.002
H 2.305 -0.775 -0.272
H 1.839 1.161 -0.502
*
```

Values from the calculation:
**Structure (SMILES)**: C/N=N/C(=S)N=[N-]
**LUMO energy**: 0.14842 Eh
**Highest occupied orbital energy**: -0.105 Eh
**M**: 115.141 g/mol

---

Quick one: least stable of them? model i